(1)
Formula: C5H5NO2
Source: the OMol25 dataset
Level of theory: the ωB97M-V functional and the def2-TZVPD basis

Geometry as XYZ:
```
13
Properties=species:S:1:pos:R:3:forces:R:3:lowdin_charge:R:1
C -1.27428 -0.01499 0.00177 -0.45 0.27 -1.70 -0.406
C -0.67514 1.21895 0.04851 -0.06 2.52 -0.27 -0.004
C 0.69798 1.21572 0.03216 3.55 4.38 1.59 -0.043
C 1.35272 0.07865 0.08826 1.99 -5.97 -1.08 -0.492
C -0.48774 -1.15141 -0.08769 1.06 -2.47 2.85 -0.069
H -2.96049 -1.02703 0.43446 1.15 4.68 -3.46 0.280
H -1.22777 2.20669 -0.06835 0.47 -1.67 0.51 0.151
H 1.72660 1.94360 0.25381 -3.95 -0.44 -1.13 0.214
H 2.86919 -1.02665 -0.31401 -0.66 1.76 0.21 0.141
H -0.89729 -2.21148 -0.05903 -0.02 1.57 -0.32 0.134
N 0.84233 -1.15138 0.21542 -2.72 0.69 -1.58 0.122
O -2.61513 -0.03452 -0.25831 -2.04 -5.23 3.83 -0.052
O 2.64903 -0.04614 -0.28699 1.68 -0.10 0.56 0.024
```
Forces are in eV/Å.

Calculated values
Gap between HOMO and LUMO   8.8 eV
E_tot   -10847.7349 eV
LUMO energy   0.2 eV

(2)
Formula: C7H13NO
Source: the OMol25 dataset
Level of theory: the ωB97M-V functional and the def2-TZVPD basis

Geometry as XYZ:
```
22
Properties=species:S:1:pos:R:3:forces:R:3:lowdin_charge:R:1
C 0.76694 -1.07359 -2.15559 -0.88 -2.09 -1.30 -0.218
O 0.30714 -2.15800 -1.74733 0.66 1.36 -0.45 -0.094
C 1.13135 0.12271 -0.44469 -0.89 0.56 2.52 -0.112
C 2.14085 0.77927 -0.58986 -0.16 -0.10 -0.15 0.137
H -0.08810 -2.21218 -0.03600 0.01 0.28 0.85 0.063
H 0.08541 -0.31068 -2.56969 0.06 0.15 0.46 0.100
H 1.78026 -1.03891 -2.57891 0.04 0.13 0.37 0.092
H 3.00754 1.35088 -0.79201 0.30 0.08 -0.14 0.039
C -1.40223 0.06759 0.12433 0.04 0.08 0.21 -0.206
C 0.30767 0.38744 2.01132 0.04 -0.02 -0.22 -0.038
C -1.53780 1.54036 -0.24797 0.02 -0.16 0.04 -0.093
C -0.05747 -0.34464 0.72942 1.04 0.55 -1.99 -0.538
N 0.00625 -1.73145 0.87808 -0.24 -0.93 -0.03 0.079
H 0.84935 -2.04179 1.34674 -0.06 0.07 -0.07 0.097
H -2.16099 -0.19674 0.86702 0.00 -0.06 -0.04 0.121
H -1.58191 -0.56024 -0.75013 0.00 -0.04 0.03 0.106
H 1.27806 0.05569 2.37769 0.02 -0.01 -0.01 0.085
H -0.44733 0.16514 2.76796 -0.02 -0.02 -0.05 0.092
H 0.35174 1.46018 1.84770 0.01 0.05 0.01 0.078
H -0.75936 1.84128 -0.94836 0.01 0.04 -0.03 0.066
H -1.47176 2.18458 0.62898 -0.01 0.03 -0.01 0.069
H -2.50561 1.71310 -0.71874 0.00 0.04 0.01 0.073
```
Forces are in eV/Å.

Calculated values
SMILES   C#C[C@](C)(N)CC.C=O
Gap between HOMO and LUMO   9.5 eV
E_tot   -11003.6401 eV
LUMO energy   0.1 eV